13
Properties=species:S:1:pos:R:3:forces:R:3 method="wB97M-V/def2-TZVPD" relative_energy_kcal_mol=15.6 homo_energy_ev=-8.035 fmax_ev_per_a=2.0 smiles="NC1=NNC(=S)[C@@H]1S"
N -1.6371 -0.5360 -1.1355 -1.24 -0.07 -0.22
C -0.8182 0.0202 -0.2170 -0.84 1.10 0.80
N -1.1624 1.0934 0.4585 0.16 -1.46 -1.36
N -0.0432 1.3988 1.2066 0.88 -0.15 0.66
C 0.9470 0.4974 1.1549 1.23 0.60 0.41
S 2.3689 0.5057 1.9955 -0.47 0.01 -0.06
C 0.5714 -0.4668 0.0568 -0.41 0.25 -0.24
S 1.6067 -0.1093 -1.4457 -0.05 -0.53 0.48
H -2.6005 -0.2002 -1.0740 0.52 -0.18 -0.17
H -1.5675 -1.5209 -1.3418 0.20 0.14 0.10
H -0.0170 2.2254 1.7913 -0.16 -0.33 -0.14
H 0.6101 -1.5181 0.3843 0.22 0.47 -0.30
H 1.7418 -1.3897 -1.8339 -0.04 0.15 0.04

=====

12
Properties=species:S:1:pos:R:3:forces:R:3 method="wB97M-V/def2-TZVPD" relative_energy_kcal_mol=90.2 homo_energy_ev="-8.020 / -8.411" fmax_ev_per_a=2.3
C 0.4553 0.0101 -0.2692 1.01 -0.13 0.48
C 1.2117 0.7091 -2.0829 -0.32 -0.84 -0.21
C -0.3875 -0.2652 0.9411 -1.24 -1.05 -0.98
N 0.1940 0.9059 -1.3128 1.17 -0.64 0.91
N 1.5481 -0.7236 -0.4552 -0.84 0.41 -0.35
N 2.0247 -0.2786 -1.6673 -0.54 0.68 -0.44
Se -2.8046 2.0937 -0.8586 1.58 -0.79 -0.31
H -1.2359 0.3552 1.1821 0.24 1.10 -0.35
H -0.9597 -1.1464 0.5698 0.52 -0.11 0.85
H 0.1450 -0.4573 1.8671 0.35 -0.27 -0.34
H 2.5862 -0.8695 -2.2781 0.07 0.42 0.62
H -1.2526 1.4106 -1.1558 -1.99 1.22 0.11

=====

12
Properties=species:S:1:pos:R:3:forces:R:3 method="wB97M-V/def2-TZVPD" relative_energy_kcal_mol=10.3 homo_energy_ev=-8.658 fmax_ev_per_a=4.2 smiles=Cc1nnc([SeH])[nH]1
C 2.1009 -0.2247 -0.4746 1.19 -0.48 1.62
C 0.7083 -0.0195 0.0786 0.13 -0.89 -2.15
N 0.4033 -0.4505 1.2473 0.69 0.18 1.23
N -0.9282 -0.3330 1.4643 -1.18 0.04 -0.06
C -1.4846 0.1196 0.3852 3.57 -0.19 -0.83
Se -3.2156 0.3933 -0.1244 -2.69 0.33 0.34
N -0.4380 0.3198 -0.6112 -1.76 -0.71 3.72
H 2.3715 -1.3089 -0.7067 -0.72 1.35 0.48
H 2.4269 0.3543 -1.3148 -0.44 0.49 -0.61
H 2.7719 0.1254 0.3734 -0.61 -0.71 -0.99
H -4.0695 0.3671 1.1826 1.53 -0.04 -1.15
H -0.6468 0.6570 -1.4996 0.30 0.63 -1.61

=====

13
Properties=species:S:1:pos:R:3:forces:R:3 method="wB97M-V/def2-TZVPD" relative_energy_kcal_mol=104.1 homo_energy_ev=-9.868 fmax_ev_per_a=6.7 smiles=NCc1cnnnn1
N 1.7566 1.5213 -0.1358 -5.94 1.79 -2.59
C 0.9441 0.4638 -0.7340 -0.09 -2.42 -1.37
C -0.1105 -0.3084 0.1011 -1.49 1.11 -1.48
C -1.2204 -1.0369 -0.5318 1.52 -0.07 0.04
N -2.1414 -1.6245 0.1767 0.17 1.39 0.60
N -2.1762 -1.3052 1.5434 2.02 0.38 -0.26
N -1.2718 -0.5282 2.0747 -1.23 -0.60 -1.49
N -0.2520 0.0247 1.3245 -0.21 -0.68 2.11
H 2.5558 1.3740 0.3023 4.26 -1.91 1.98
H 1.2900 2.2846 0.3930 -0.11 -1.19 -0.89
H 1.6009 -0.3737 -1.1751 -0.40 1.34 0.84
H 0.2701 0.6086 -1.6929 1.62 1.17 1.54
H -1.2454 -1.1000 -1.6462 -0.11 -0.31 0.98